101
Properties=species:S:1:pos:R:3:forces:R:3 method="wB97M-V/def2-TZVPD" largest_force_ev_per_a=1.5 charge=0 homo_lumo_gap_ha=0.3092 lumo_ev=-0.8 energy_ev=-86011.483 smiles="O=C(F)NC(=O)[C@@H](OCI)[C@@H](O[C@H](CCCCO)CC(=O)c1ccccc1)c1cccnc1.O=[N+]([O-])c1ccccc1.O=[N+]([O-])c1ccccc1.O=[N+]([O-])c1ccccc1"
O -5.0269 4.0263 3.7193 -0.57 -0.11 0.41
C -3.9479 4.0526 3.2449 -0.49 -0.21 0.49
F -3.7993 4.2139 1.9359 0.49 -0.02 -0.73
N -2.7468 3.9095 3.9137 0.13 0.84 -0.28
C -1.7258 4.7934 3.3300 0.29 -0.27 0.23
O -1.9519 5.9594 3.2465 -0.15 0.54 -0.04
C -0.3729 4.2493 2.8876 0.61 0.20 -0.59
O 0.4831 3.8935 3.9517 -0.66 -0.46 0.49
C 0.4936 4.8233 5.0127 0.14 0.12 -0.52
I 2.2355 4.4513 6.1592 -0.06 0.07 0.00
C -0.4365 3.1125 1.8493 -0.61 -0.11 1.35
O 0.8930 2.9450 1.4586 -0.17 0.10 -0.43
C 1.1606 2.0994 0.3490 0.12 -0.30 -0.37
C 0.2304 2.2901 -0.8671 -0.20 -0.51 -0.08
C -0.8120 1.1932 -1.1554 -0.06 0.20 -0.37
C -0.3771 0.2032 -2.2346 -0.54 -0.14 0.11
C -1.4196 -0.8828 -2.4798 0.44 -0.31 -0.01
O -1.9269 -1.4622 -1.2903 -0.37 0.09 0.14
C 1.3477 0.6143 0.7013 0.25 0.60 -0.19
C 2.5038 0.3808 1.6472 0.27 -0.36 -0.04
O 2.7543 1.0824 2.5958 -0.21 0.23 0.27
C 3.4059 -0.7863 1.3601 -0.06 -0.06 0.04
C 4.1189 -1.3474 2.4136 0.19 -0.15 0.02
C 4.9520 -2.4287 2.1909 0.20 -0.30 0.19
C 5.1006 -2.9757 0.9257 -0.34 0.34 -0.30
C 4.4155 -2.3970 -0.1321 0.14 -0.14 0.18
C 3.5806 -1.3176 0.0907 -0.19 -0.01 -0.31
C -1.0789 1.8682 2.4491 0.76 0.97 -0.68
C -0.3865 1.1378 3.3969 -0.44 -0.37 0.22
C -1.0199 0.0089 3.8809 0.28 0.35 -0.14
C -2.2763 -0.2980 3.3896 -0.34 -0.67 0.38
N -2.9608 0.4120 2.5042 0.15 0.27 -0.16
C -2.3417 1.5004 2.0392 -0.03 -0.75 0.20
H -2.9488 4.2451 4.8555 0.30 -0.40 0.18
H 0.0919 5.0825 2.3536 -0.06 0.23 0.03
H -0.3597 4.7393 5.6816 -0.07 -0.22 0.11
H 0.5304 5.8339 4.6090 0.22 0.16 0.15
H -1.1070 3.5037 1.0758 0.17 -0.09 -0.36
H 2.1465 2.4029 0.0048 0.15 0.38 0.25
H 0.8646 2.3494 -1.7500 0.16 0.07 -0.08
H -0.2817 3.2464 -0.8306 0.13 0.25 0.24
H -1.1483 0.6511 -0.2780 0.05 0.08 0.23
H -1.7015 1.6871 -1.5484 -0.21 0.00 0.06
H 0.5597 -0.3063 -2.0094 0.24 0.20 0.06
H -0.2687 0.7548 -3.1681 0.33 -0.04 -0.15
H -0.9593 -1.6713 -3.0801 0.00 0.02 -0.25
H -2.2693 -0.4984 -3.0375 -0.21 0.08 0.12
H -1.2012 -1.7180 -0.7143 0.13 -0.06 -0.08
H 0.4297 0.1447 1.0397 0.00 -0.15 0.27
H 1.6232 0.1424 -0.2330 -0.22 -0.17 -0.18
H 4.0286 -0.9466 3.4102 -0.12 0.16 0.07
H 5.4913 -2.8720 3.0148 0.02 0.02 0.15
H 5.7220 -3.8352 0.7341 0.18 -0.10 0.17
H 4.5215 -2.7816 -1.1313 0.05 -0.04 -0.14
H 3.0726 -0.8989 -0.7644 -0.03 0.02 -0.10
H 0.5905 1.4401 3.7336 0.17 0.05 -0.08
H -0.5439 -0.6183 4.6148 0.00 -0.18 0.13
H -2.7513 -1.2006 3.7548 -0.19 -0.03 -0.03
H -2.8686 2.0805 1.2958 -0.08 0.04 -0.13
O -1.9326 4.4490 7.7833 -0.41 -0.18 0.02
N -2.3868 3.6153 8.5565 0.32 0.24 -0.15
O -1.7028 2.8614 9.2084 0.06 -0.11 0.09
C -3.8464 3.5169 8.7183 -0.14 0.01 -0.02
C -4.6751 4.3466 7.9873 0.00 0.14 -0.16
C -6.0462 4.2259 8.1355 -0.03 -0.09 0.08
C -6.5693 3.2868 9.0121 -0.01 -0.02 0.03
C -5.7223 2.4682 9.7482 -0.08 0.09 -0.08
C -4.3508 2.5805 9.6034 0.03 -0.18 0.14
H -4.2706 5.0808 7.3097 0.16 0.02 -0.02
H -6.7043 4.8628 7.5632 -0.01 0.02 -0.03
H -7.6414 3.1911 9.1217 0.00 0.00 0.00
H -6.1319 1.7388 10.4331 0.02 -0.01 0.01
H -3.6887 1.9440 10.1710 0.10 0.05 -0.07
O 3.8876 -2.2869 -3.2938 -0.01 0.02 -0.07
N 2.9143 -2.9150 -3.6647 -0.05 0.08 0.03
O 1.7697 -2.6443 -3.3582 -0.01 0.02 0.01
C 3.1367 -4.0776 -4.5335 0.02 -0.14 -0.10
C 4.4317 -4.4272 -4.8685 0.24 0.01 0.00
C 4.6374 -5.5368 -5.6725 -0.12 -0.05 -0.02
C 3.5544 -6.2751 -6.1310 0.03 0.01 0.02
C 2.2603 -5.9039 -5.7902 0.07 -0.02 0.01
C 2.0450 -4.7978 -4.9853 -0.21 -0.05 -0.02
H 5.2709 -3.8496 -4.5105 -0.08 0.07 0.07
H 5.6441 -5.8267 -5.9399 0.01 0.02 0.01
H 3.7166 -7.1429 -6.7559 -0.02 0.01 -0.03
H 1.4189 -6.4792 -6.1513 -0.01 0.00 0.01
H 1.0403 -4.5071 -4.7165 0.04 0.08 0.08
O 1.5949 -6.3666 -8.8150 0.04 -0.03 -0.05
N 0.5474 -5.7578 -8.7288 0.00 -0.03 0.02
O -0.4287 -6.1538 -8.1233 0.01 0.02 0.06
C 0.4577 -4.4509 -9.3948 -0.02 0.15 -0.10
C 1.5437 -3.9886 -10.1148 0.21 0.00 -0.09
C 1.4477 -2.7652 -10.7572 -0.11 0.05 0.03
C 0.2773 -2.0230 -10.6695 0.00 -0.01 0.01
C -0.7998 -2.5000 -9.9341 0.11 0.02 -0.06
C -0.7134 -3.7235 -9.2906 -0.22 0.05 0.06
H 2.4517 -4.5692 -10.1796 -0.05 -0.10 0.07
H 2.2857 -2.3916 -11.3288 0.02 -0.01 0.00
H 0.2040 -1.0701 -11.1765 0.00 0.01 0.01
H -1.7091 -1.9196 -9.8645 -0.01 -0.01 0.01
H -1.5490 -4.0999 -8.7197 0.06 -0.11 0.02


9
Properties=species:S:1:pos:R:3:forces:R:3 method="wB97M-V/def2-TZVPD" largest_force_ev_per_a=1.1 charge=0 homo_lumo_gap_ha="0.3272 / 0.2448" lumo_ev="-0.8 / -0.8" energy_ev=-7730.216 relative_energy_kcal_mol=58.3
C -0.8517 -0.1490 0.0014 -0.03 0.25 -0.03
C 0.2345 -1.0219 -0.0048 -0.29 -0.36 -0.03
C -0.6479 1.2726 0.0117 -1.06 -0.27 0.01
C 1.5215 -0.6603 -0.0014 0.85 -0.19 0.03
N 0.4629 1.8402 -0.0129 0.55 0.25 0.01
O 2.6665 -0.5039 0.0060 -0.49 0.07 -0.01
H -1.8518 -0.5529 -0.0237 0.01 0.07 0.03
H 0.0416 -2.0860 -0.0195 0.29 -0.09 0.00
H -1.5756 1.8613 0.0432 0.16 0.27 -0.01


11
Properties=species:S:1:pos:R:3:forces:R:3 method="wB97M-V/def2-TZVPD" largest_force_ev_per_a=2.8 charge=0 homo_lumo_gap_ha=0.2942 lumo_ev=0.2 energy_ev=-15982.174 relative_energy_kcal_mol=106.6
C -0.6739 -0.4442 0.2050 0.29 1.83 -0.67
C -1.9153 -1.1045 -0.2119 -0.59 -1.41 -0.41
N 2.3058 0.8181 -0.0038 0.21 0.24 -1.25
N 1.1734 1.5335 0.4287 -1.05 0.65 -0.71
S -0.4235 1.1216 -0.3804 1.34 -1.96 1.54
H -1.6781 -1.7832 -1.0593 0.34 0.10 0.49
H -2.3009 -1.7594 0.5703 0.31 -0.20 0.12
H -2.7884 -0.6059 -0.5843 -0.37 1.17 -0.24
H 2.8648 0.2966 0.6205 -0.22 -0.68 0.73
H 0.9917 1.3060 1.4061 0.19 -0.15 -0.23
H 2.4444 0.6214 -0.9910 -0.45 0.42 0.62


31
Properties=species:S:1:pos:R:3:forces:R:3 method="wB97M-V/def2-TZVPD" largest_force_ev_per_a=5.8 charge=+1 homo_lumo_gap_ha=0.2908 lumo_ev=-5.0 energy_ev=-27678.448 smiles="[H]/N=C(/N)NCCCC[n+]1cnnn1[PH2]=N"
H -3.1353 -0.3258 -1.8959 0.12 0.52 0.48
N -2.8944 0.5478 -1.3917 0.47 -1.09 2.93
C -2.8154 0.2989 -0.0975 -0.52 0.41 -3.28
N -2.4542 1.4476 0.7609 -0.58 -0.61 -0.76
N -3.0320 -1.0774 0.3892 0.92 1.34 0.36
C -1.7121 -1.7082 0.7896 -0.42 0.03 0.46
C -0.7456 -1.9199 -0.4613 0.15 -0.94 0.09
C 0.8180 -1.8992 -0.1209 -0.01 -0.20 -0.71
C 1.2805 -0.7141 0.8576 -0.59 -0.78 -0.20
N 2.3869 0.0393 0.1708 4.44 -1.51 0.24
C 3.7428 -0.4068 0.0783 -1.28 3.10 -1.45
N 4.4837 0.6000 -0.6852 -4.90 -1.58 2.32
N 3.5641 1.5243 -0.9479 0.21 -0.11 -0.19
N 2.3398 1.2458 -0.4810 2.05 -2.97 0.65
P 0.8824 2.2726 -0.6320 -0.52 5.72 -0.28
N 1.3727 3.7969 -0.7761 -1.24 -2.17 0.45
H -3.3418 1.9290 1.0093 0.76 -0.53 0.18
H -1.9957 2.1270 0.1238 -0.69 -0.63 0.37
H -3.6502 -1.0743 1.2153 0.46 0.04 -0.49
H -1.2902 -1.0565 1.6241 0.01 -0.86 -1.03
H -1.9913 -2.7104 1.2666 0.57 1.36 -0.76
H -0.9200 -1.2050 -1.3281 -0.06 -0.66 1.37
H -0.9712 -2.9722 -0.8687 0.34 1.65 0.45
H 1.3664 -1.7450 -1.1228 -0.80 -0.32 1.50
H 1.1687 -2.9198 0.2663 -0.52 1.61 -0.30
H 1.7019 -1.1644 1.8270 -0.62 1.12 -1.42
H 0.4362 0.0222 1.0608 1.19 -1.03 -0.09
H 4.2055 -1.3518 0.5079 -1.03 1.44 -0.57
H 0.0626 1.8915 -1.7635 1.01 -0.84 0.79
H 0.1421 2.1853 0.5895 0.40 -1.21 -0.56
H 0.9951 4.3228 0.0355 0.67 -0.33 -0.56